{
  "formula": "C13H8Co2N2O6",
  "method": "ωB97M-V/def2-TZVPD",
  "species": ["Co", "Co", "O", "O", "O", "O", "O", "O", "N", "N", "C", "C", "C", "C", "C", "C", "C", "C", "C", "C", "C", "C", "C", "H", "H", "H", "H", "H", "H", "H", "H"],
  "xyz": [[1.47532, -2.84368, 1.55710], [2.36676, -0.90210, 0.13194], [0.43478, -0.96693, 3.51274], [2.85821, -5.07965, 2.94437], [4.60160, 0.25549, -1.47081], [1.63021, 1.44855, 1.69477], [-0.97243, -4.35357, 1.36584], [4.42177, -1.85200, 1.97770], [-2.06042, 3.78431, -1.15705], [-1.15603, 1.70850, -1.11564], [1.05949, -2.06110, -0.32191], [0.74129, -0.77797, -0.62677], [0.01792, -3.77534, 1.43227], [-2.50470, 1.58756, -1.17633], [2.33599, -4.20770, 2.38695], [0.88464, -1.71200, 2.74744], [-3.07545, 2.87330, -1.16658], [-0.01256, 0.19459, -1.32053], [3.70472, -0.19558, -0.89108], [-4.50101, 3.21560, -1.17797], [3.40861, -1.76539, 1.39688], [1.96261, 0.53823, 1.06980], [-0.90043, 3.05418, -1.17612], [-0.96643, -0.16382, -1.74104], [-4.73894, 3.81492, -0.29306], [-4.72869, 3.81936, -2.06266], [0.95543, -2.89115, -1.03552], [-5.07727, 2.28851, -1.18557], [0.11429, 3.46879, -1.22557], [0.70128, 0.86634, -1.83763], [-2.98059, 0.62975, -1.23597]],
  "lowdin_charge": [-0.03, -0.02, 0.08, 0.05, 0.03, 0.10, 0.08, 0.02, 0.02, -0.08, -0.22, -0.36, -0.24, -0.15, -0.18, -0.18, -0.45, -0.10, -0.14, -0.11, -0.26, -0.17, -0.24, 0.06, 0.06, 0.06, 0.06, 0.06, 0.09, 0.08, 0.08],
  "largest_force_ha_per_bohr": 0.1212,
  "de_lowest_kj_mol": 188.7,
  "total_charge": -2
}

=====

{
  "formula": "C13H8N2O5SSn",
  "method": "ωB97M-V/def2-TZVPD",
  "species": ["Sn", "S", "O", "O", "O", "O", "O", "N", "N", "C", "C", "C", "C", "C", "C", "C", "C", "C", "C", "C", "C", "C", "H", "H", "H", "H", "H", "H", "H", "H"],
  "xyz": [[-0.79904, -1.75580, -0.87448], [-0.02817, -3.62682, 0.76247], [2.51791, 5.21148, -2.09652], [-1.49154, 0.68015, -0.93302], [1.00935, -0.64464, -0.58132], [4.45026, 4.40661, -1.60429], [-1.47643, -3.16658, -4.18839], [3.24468, 4.30968, -1.72587], [-1.80749, -1.78031, 1.28954], [2.63259, 3.02565, -1.40499], [-1.81978, -3.55797, 2.87890], [3.43305, 1.96375, -0.95906], [-2.78422, -1.16705, 1.96939], [-2.83782, -2.93103, 3.56145], [1.46400, 0.54091, -0.81610], [-0.59761, -2.76060, -3.61395], [-0.77143, 1.61400, -1.26342], [0.66836, 1.65541, -1.21784], [1.28036, 2.87335, -1.52928], [-1.30680, -2.95047, 1.72533], [-3.32663, -1.70209, 3.11304], [2.86080, 0.75859, -0.66933], [-3.12064, -0.22119, 1.56216], [-1.40733, -4.50456, 3.19683], [-4.11457, -1.18442, 3.63993], [-1.24847, 2.54535, -1.61395], [3.45484, -0.07885, -0.33013], [0.68546, 3.71358, -1.86555], [-3.26069, -3.39070, 4.44594], [4.49701, 2.12460, -0.85749]],
  "lowdin_charge": [1.16, 0.54, 0.07, -0.12, -0.25, 0.07, 0.03, -0.36, -0.12, -0.15, -0.09, 0.02, -0.12, -0.06, -0.33, -0.12, -0.19, -0.12, 0.05, -0.80, -0.07, 0.02, 0.12, 0.11, 0.10, 0.14, 0.12, 0.13, 0.11, 0.12],
  "largest_force_ha_per_bohr": 0.0155,
  "de_lowest_kj_mol": 24.2
}

=====

{
  "formula": "C13H8NNiO11",
  "method": "ωB97M-V/def2-TZVPD",
  "species": ["Ni", "O", "O", "O", "O", "O", "O", "O", "O", "O", "O", "O", "N", "C", "C", "C", "C", "C", "C", "C", "C", "C", "C", "C", "C", "C", "H", "H", "H", "H", "H", "H", "H", "H"],
  "xyz": [[0.45719, 0.56095, 0.58123], [0.05402, -2.30024, -2.66079], [-5.36175, 2.44756, 2.18829], [2.18680, 0.37754, -0.65597], [-0.76199, 1.87351, -0.55349], [-0.55514, -0.77387, -1.24247], [-1.41766, 0.07879, 1.28180], [1.24240, -1.16553, 1.27672], [-4.35589, 4.56894, 0.77059], [1.16182, 1.74504, 1.94384], [5.11389, -3.80746, 1.06884], [5.81876, -2.50347, -1.22751], [-0.74043, -1.51584, -2.15876], [-3.42479, 1.20655, 1.82405], [4.85456, -2.08412, -0.58005], [-2.21587, 1.05708, 1.15237], [3.16976, -2.52627, 1.27449], [-4.25879, 2.34113, 1.65055], [-1.81193, 2.12271, 0.10649], [2.37660, -1.48422, 0.82576], [2.91256, -0.59000, -0.30702], [4.40204, -2.87711, 0.66743], [-2.59002, 3.25177, -0.02388], [4.10304, -0.93970, -0.93766], [-3.75627, 3.48497, 0.75043], [-2.12234, -1.46613, -2.72109], [4.31152, -0.42474, -1.87003], [-3.76573, 0.40326, 2.46664], [2.77390, -3.15069, 2.06896], [-2.27877, 4.02924, -0.71334], [-2.10676, -1.89741, -3.71579], [-2.74104, -2.06908, -2.06081], [-2.42764, -0.42641, -2.68572], [1.75398, 2.45326, 2.21590]],
  "lowdin_charge": [0.65, 0.05, -0.04, -0.06, -0.07, 0.09, -0.07, -0.06, -0.04, -0.41, -0.05, -0.05, -0.42, -0.01, -0.41, -0.34, -0.01, -0.41, -0.36, -0.34, -0.35, -0.40, -0.02, -0.02, -0.40, 0.05, 0.09, 0.09, 0.09, 0.09, 0.08, 0.10, 0.10, -0.10],
  "largest_force_ha_per_bohr": 0.0176,
  "de_lowest_kj_mol": 0.0,
  "multiplicity": 3,
  "total_charge": -3,
  "s_squared": 2.004
}

=====

{
  "formula": "C13H9BrCl2IrN2O6",
  "method": "ωB97M-V/def2-TZVPD",
  "species": ["Ir", "Br", "Cl", "Cl", "O", "O", "O", "O", "O", "O", "N", "N", "C", "C", "C", "C", "C", "C", "C", "C", "C", "C", "C", "C", "C", "H", "H", "H", "H", "H", "H", "H", "H", "H"],
  "xyz": [[-0.48778, -1.76676, 0.18178], [3.82679, 4.72109, 3.75820], [-0.81916, -3.51486, 1.93190], [-2.98010, -1.75794, 1.17836], [-1.47370, 0.70557, -5.70224], [-2.00309, -3.18907, -3.29176], [-2.17832, -1.38399, -5.42795], [-0.29680, -0.37056, 1.76514], [-1.28471, -2.97507, -1.17820], [1.31649, -0.71323, 0.41545], [-0.67767, -0.56866, -1.43342], [-0.35428, 0.69240, -1.73365], [-1.18079, -0.18769, -3.57584], [-2.41805, -2.87939, 2.43176], [2.77488, 1.52685, 1.38205], [-1.53366, -2.53813, -2.39331], [3.44131, 2.61652, 1.90858], [1.63504, 1.03765, 2.02107], [1.85899, 2.68961, 3.74824], [1.18765, 1.60827, 3.21216], [-0.65083, 0.95897, -3.01512], [2.96596, 3.19791, 3.07827], [0.87542, -0.04300, 1.41102], [-1.16795, -1.11863, -2.53490], [-1.62650, -0.25854, -5.00874], [0.31151, 1.20554, 3.70242], [-2.18785, -2.09896, -4.75457], [-0.48917, 1.92443, -3.46567], [-3.11464, -3.70572, 2.50842], [-2.30125, -2.33612, 3.36151], [3.12023, 1.05682, 0.47047], [1.53119, 3.14516, 4.67143], [4.31743, 3.02050, 1.42228], [0.06340, 1.29902, -1.04512]],
  "lowdin_charge": [1.27, 0.82, 0.66, 0.64, 0.15, 0.15, 0.16, -0.12, -0.22, -0.08, -0.08, 0.09, -0.01, -0.83, 0.00, -0.51, -0.10, -0.15, -0.09, 0.01, 0.06, -0.67, -0.57, -0.12, -0.48, 0.13, 0.09, 0.16, 0.05, 0.05, 0.13, 0.11, 0.11, 0.18],
  "largest_force_ha_per_bohr": 0.0469,
  "de_lowest_kj_mol": 112.4,
  "total_charge": 1
}

=====

{
  "formula": "C13H9ClN4O",
  "method": "ωB97M-V/def2-TZVPD",
  "species": ["Cl", "O", "N", "N", "N", "N", "C", "C", "C", "C", "C", "C", "C", "C", "C", "C", "C", "C", "C", "H", "H", "H", "H", "H", "H", "H", "H", "H"],
  "xyz": [[-1.75779, -1.61008, 4.47558], [0.99326, -1.44829, -1.83412], [-1.76474, -2.74538, 2.02992], [-0.45684, -3.17747, -1.82444], [0.88839, 0.01206, 0.65617], [-0.61355, -0.72779, 2.29275], [1.08119, -1.96479, -3.05821], [0.51180, 1.37512, 0.50835], [-1.03119, 3.37435, -0.16653], [1.21157, 3.78753, 0.51957], [0.08979, -2.18383, -1.11373], [-1.32190, -1.69970, 2.76362], [-0.75700, 1.98034, 0.01985], [-0.00565, 4.26907, 0.11897], [-1.27095, -2.81424, 0.82440], [0.20333, -3.16414, -3.01182], [1.42231, 2.43149, 0.67664], [-0.35766, -1.90383, 0.30233], [-0.14605, -0.83772, 1.00842], [-1.51005, 1.14371, -0.08843], [-2.09234, 3.72132, -0.50993], [1.73927, -0.12218, 1.26373], [2.11968, 4.31885, 0.56014], [1.91070, -1.75106, -3.77934], [-0.24013, 5.25739, -0.09165], [0.28169, -3.83778, -3.78543], [2.40211, 2.07409, 1.00603], [-1.52925, -3.75703, 0.23719]],
  "lowdin_charge": [0.64, 0.04, 0.09, 0.11, 0.09, 0.15, -0.05, -0.21, -0.09, -0.10, -0.22, -0.76, -0.02, -0.12, -0.06, -0.08, -0.07, -0.08, -0.32, 0.11, 0.14, 0.18, 0.09, 0.13, 0.08, 0.07, 0.10, 0.15],
  "largest_force_ha_per_bohr": 0.1234,
  "total_energy_ev": -34154.5381
}

=====

{
  "formula": "C13H9F3N3PtS7",
  "method": "ωB97M-V/def2-TZVPD",
  "species": ["Pt", "S", "S", "S", "S", "S", "S", "S", "F", "F", "F", "N", "N", "N", "C", "C", "C", "C", "C", "C", "C", "C", "C", "C", "C", "C", "C", "H", "H", "H", "H", "H", "H", "H", "H", "H"],
  "xyz": [[-0.99536, 0.05374, -0.89430], [0.40294, -1.88086, -1.08800], [-1.11736, 4.84614, 0.41810], [-2.26236, 7.25324, -0.92080], [-3.04786, -1.92086, -0.80990], [-0.58916, 1.91624, 0.73940], [-2.43756, 4.55064, -2.15010], [-2.25006, 1.59944, -2.19950], [2.64664, -3.55476, 0.22090], [2.73054, -3.74496, -1.91940], [4.53704, -3.49106, -0.79230], [-3.26566, -0.00346, 1.08070], [-2.06506, -1.70246, 1.73790], [1.72654, 0.34454, -1.14840], [4.09134, 0.60794, -1.11790], [-1.34886, -2.94936, 1.73960], [1.85834, -0.98606, -1.09070], [-2.14466, -0.80496, 2.78000], [2.79494, 1.10754, -1.14850], [3.13574, -1.58346, -1.01180], [-2.70396, -1.17426, 0.65630], [-1.23096, 3.20124, -0.19830], [-2.88336, 0.25014, 2.37360], [-1.95336, 5.64224, -0.88880], [4.25414, -0.76746, -1.03740], [-1.86846, 3.06624, -1.40160], [3.25294, -3.06926, -0.88300], [4.94354, 1.26634, -1.14750], [-1.67406, -0.99456, 3.72310], [-3.74956, 0.61324, 0.44500], [2.59944, 2.17144, -1.16650], [-0.42376, -2.86966, 1.15900], [5.24454, -1.19756, -0.98140], [-1.11016, -3.23006, 2.76360], [-1.96396, -3.72176, 1.27710], [-3.13316, 1.15654, 2.88170]],
  "lowdin_charge": [0.41, 0.61, 0.85, 0.45, 0.56, 0.49, 0.86, 0.44, 0.11, 0.12, 0.11, 0.03, -0.13, -0.02, -0.07, -0.06, -0.69, -0.08, -0.14, -0.14, -0.92, -1.18, -0.13, -1.53, -0.02, -1.20, -0.61, 0.09, 0.11, 0.13, 0.11, 0.03, 0.11, 0.09, 0.08, 0.11],
  "largest_force_ha_per_bohr": 0.0220,
  "multiplicity": 3,
  "total_charge": -1,
  "s_squared": 2.012,
  "total_energy_ev": -105346.6345
}